Entry 1:
DFT (wB97M-V/def2-TZVPD) results for a structure of composition C10H14BaN3O4S4Sb in a non-equilibrium geometry.

Geometry as XYZ:
```
37
Properties=species:S:1:pos:R:3:lowdin_charge:R:1
Ba -1.3986 -1.2179 -0.8917 1.538
N -0.6572 -0.2703 1.5550 -0.125
C -0.9685 -1.1970 2.6187 -0.286
C -2.4396 -1.5982 2.5244 -0.117
C -2.6907 -2.0225 1.0710 -0.940
O -2.0605 -2.9903 0.6225 -0.215
O -3.4315 -1.3067 0.3744 -0.253
H 0.3396 -0.0466 1.5214 -0.006
H -1.1298 0.6272 1.6984 0.029
H -0.7688 -0.7873 3.6247 0.107
H -0.3517 -2.0904 2.4756 0.113
H -3.0902 -0.7543 2.7550 0.108
H -2.6511 -2.4259 3.2018 0.109
S 2.1509 2.2644 -3.5636 -0.383
Sb 0.9262 1.1236 -1.9946 -0.299
S -1.4292 1.2743 -2.3963 -0.324
S 1.3671 1.8530 0.1667 -0.168
S 1.2719 -1.2224 -2.0573 -0.448
O -6.4536 0.2162 -1.3719 -0.048
C -5.9093 1.3504 -1.9915 -0.261
N -4.6951 1.7690 -1.3589 0.088
C -4.4309 3.0459 -1.0028 -0.468
O -5.1645 3.9852 -1.2704 0.043
C -3.1922 3.1799 -0.1904 -0.177
C -2.2546 4.1744 -0.4678 -0.027
C -1.1315 4.2631 0.3274 -0.081
C -0.9787 3.3602 1.3739 -0.235
N -1.8935 2.4451 1.6803 0.035
C -2.9618 2.3501 0.9035 -0.114
H -5.7444 -0.4333 -1.2494 0.080
H -6.6348 2.1639 -1.8748 0.124
H -5.7478 1.1526 -3.0675 0.130
H -3.9387 1.0923 -1.3161 0.063
H -2.4061 4.8264 -1.3177 0.121
H -0.3553 4.9794 0.1061 0.103
H -0.1066 3.3934 2.0101 0.070
H -3.6786 1.5869 1.1875 0.115
```

Properties
Kohn-Sham gap, eV: 5.2862
Electronic energy, hartree: -2713.43032
Net charge: -2



Entry 2:
DFT (wB97M-V/def2-TZVPD) results for a cluster of 2 separate species, C10H14ClNO2S in total in a non-equilibrium geometry.

Geometry as XYZ:
```
29
Properties=species:S:1:pos:R:3:lowdin_charge:R:1
C -0.5422 -0.4602 -3.5287 -0.079
C -1.0352 0.7899 -3.2526 -0.115
C -0.6498 -1.5080 -2.5854 -0.052
C -1.7223 1.0299 -2.0604 -0.140
C -1.4338 -1.3370 -1.4441 -0.090
C -1.8694 -0.0531 -1.1949 -0.292
C 0.9842 -1.2283 1.9451 -0.061
C 2.8838 0.2627 1.2538 -0.053
C 0.7369 1.0899 2.6013 -0.077
C 1.3585 0.1883 1.4343 -0.710
N 0.5655 0.5080 0.2871 -0.373
O -3.9661 0.9914 0.2489 -0.366
O -2.9841 -1.1509 1.0026 -0.383
S -2.8019 0.2014 0.5102 0.808
Cl 0.8271 1.9064 -0.5368 0.731
H 0.2131 -0.5417 -4.3039 0.106
H -0.7999 1.6377 -3.8770 0.106
H -0.4101 -2.5061 -2.8748 0.097
H -2.3659 1.9597 -1.8964 0.141
H -1.3848 -2.0341 -0.6745 0.084
H -0.0406 -1.3492 1.6389 0.046
H 1.7428 -2.0546 1.5813 0.111
H 1.0495 -1.3131 3.0935 0.108
H 3.3111 -0.7182 1.2202 0.048
H 3.3695 0.6392 2.2828 0.130
H 3.1654 0.9175 0.4694 0.030
H -0.3006 0.7802 2.7124 0.057
H 1.2998 1.0926 3.5759 0.087
H 0.7995 2.2600 2.3719 0.102
```

Properties
Kohn-Sham gap (alpha / beta), eV: 8.2669 / 7.4873
Electronic energy, hartree: -1452.86038
Relative energy (zero: lowest compared OMol25 entry of this formula, charge and spin), eV: 2.319